Computed, not measured: a molecular structure, C47H34F5N3O3P2S3Sc in a non-equilibrium geometry, with ωB97M-V/def2-TZVPD.

```
98
Properties=species:S:1:pos:R:3
Sc -0.150 0.353 -0.326
S -2.203 -2.778 1.244
P -2.866 -0.894 1.311
C -1.754 0.405 1.330
P -0.861 0.691 2.738
S 1.076 1.060 2.319
C -0.970 -0.595 4.033
C -0.078 -1.663 4.010
C -0.156 -2.667 4.956
C -1.130 -2.616 5.945
C -2.025 -1.559 5.975
C -1.947 -0.555 5.021
C -1.449 2.157 3.674
C -2.471 2.950 3.177
C -2.882 4.091 3.853
C -2.268 4.444 5.042
C -1.240 3.657 5.548
C -0.832 2.527 4.865
C -3.998 -0.605 -0.094
C -4.750 -1.652 -0.614
C -5.687 -1.412 -1.604
C -5.881 -0.123 -2.084
C -5.128 0.924 -1.578
C -4.188 0.683 -0.586
C -4.123 -0.772 2.662
C -4.734 0.448 2.933
C -5.653 0.572 3.957
C -5.988 -0.535 4.724
C -5.404 -1.762 4.447
C -4.479 -1.880 3.422
H 0.679 -1.704 3.236
H 0.538 -3.496 4.919
H -1.193 -3.401 6.688
H -2.797 -1.515 6.732
H -2.666 0.255 5.050
H -2.943 2.655 2.248
H -3.682 4.698 3.449
H -2.585 5.331 5.576
H -0.753 3.932 6.474
H -0.019 1.927 5.257
H -4.578 -2.654 -0.239
H -6.267 -2.234 -2.006
H -6.607 0.063 -2.865
H -5.238 1.926 -1.969
H -3.573 1.490 -0.208
H -4.484 1.311 2.330
H -6.109 1.534 4.158
H -6.703 -0.441 5.531
H -5.660 -2.632 5.039
H -3.994 -2.825 3.212
F 4.616 -0.636 -3.357
C 3.878 0.267 -2.659
C 2.649 -0.102 -2.151
C 1.870 0.813 -1.437
C 2.360 2.129 -1.303
C 3.631 2.430 -1.790
F 4.189 3.660 -1.610
C 4.416 1.525 -2.473
C 1.443 3.129 -0.709
C 1.658 4.510 -0.691
C 0.700 5.343 -0.148
C -0.466 4.803 0.363
C -0.617 3.431 0.300
N 0.308 2.617 -0.204
H 2.331 -1.124 -2.331
H 5.393 1.796 -2.844
H 2.561 4.916 -1.110
H 0.864 6.414 -0.138
H -1.248 5.412 0.793
H -1.507 2.929 0.658
C 3.231 -2.710 1.306
C 3.116 -3.831 0.507
C 2.131 -3.845 -0.462
C 1.296 -2.739 -0.600
N 1.378 -1.669 0.196
C 2.342 -1.664 1.118
C 0.234 -2.711 -1.633
C 0.152 -3.684 -2.628
C -0.933 -3.684 -3.480
C -1.911 -2.725 -3.305
C -1.727 -1.763 -2.329
N -0.662 -1.726 -1.522
H 3.985 -2.630 2.076
H 3.773 -4.680 0.634
H 2.001 -4.711 -1.091
H 2.380 -0.779 1.736
H 0.927 -4.427 -2.737
H -1.015 -4.429 -4.260
H -2.799 -2.688 -3.919
H -2.460 -0.990 -2.185
F -2.637 2.239 -5.218
C -2.241 1.297 -4.344
F -3.316 0.562 -4.025
F -1.371 0.495 -4.969
S -1.466 2.100 -2.865
O -2.468 2.970 -2.325
O -0.253 2.661 -3.372
O -1.245 0.896 -2.011
```

Properties
gap between HOMO and LUMO	6.4	eV
maximum force	0.023	Eh/bohr
HOMO	-0.1669	Ha
calculated total energy	-145283.2731	eV
charge	-1
energy relative to the best compared isomer or geometry (same formula, charge and spin)	9.0	kcal/mol